The following is a DFT calculation (ωB97M-V/def2-TZVPD) of a cluster of 13 separate species, C93H202N5O5 in total at a distorted geometry.

Results
- Expectation value of S²: 8.7773
- E_tot: -4314.02020 a.u.
- Energy above the lowest of the compared OMol25 structures with the same formula, charge and spin: 0.0000 eV
- Net charge: 0
- F_max: 0.131 Eh/bohr
- Orbital gap (spin up / spin down): 9.20 / 8.91 eV
- Multiplicity: 6

Geometry (Å):
C (19.626, 22.448, 19.565)
C (20.125, 23.820, 20.028)
C (21.498, 23.912, 20.743)
C (22.142, 25.258, 20.764)
C (23.597, 25.341, 21.345)
C (24.170, 26.825, 21.330)
H (18.609, 22.578, 19.195)
H (19.613, 21.736, 20.391)
H (20.258, 22.047, 18.773)
H (20.017, 24.557, 19.232)
H (19.398, 24.186, 20.753)
H (22.191, 23.159, 20.368)
H (21.379, 23.713, 21.808)
H (22.251, 25.601, 19.736)
H (21.371, 25.838, 21.271)
H (23.609, 24.884, 22.335)
H (24.234, 24.691, 20.745)
H (24.357, 27.152, 20.307)
H (23.432, 27.528, 21.715)
H (25.129, 26.949, 21.833)
C (14.779, 17.664, 13.838)
C (14.722, 18.040, 15.330)
C (16.068, 18.177, 15.979)
C (16.912, 19.381, 15.460)
C (16.941, 20.627, 16.363)
C (17.949, 21.728, 16.107)
H (15.199, 18.459, 13.222)
H (13.812, 17.440, 13.388)
H (15.359, 16.752, 13.699)
H (14.066, 18.898, 15.477)
H (14.246, 17.205, 15.843)
H (16.704, 17.303, 15.838)
H (15.789, 18.225, 17.031)
H (17.953, 19.058, 15.425)
H (16.653, 19.646, 14.435)
H (15.974, 21.130, 16.354)
H (17.093, 20.257, 17.377)
H (17.946, 22.469, 16.907)
H (18.934, 21.351, 15.833)
H (17.616, 22.310, 15.248)
C (24.226, 21.431, 22.600)
C (24.793, 20.717, 21.400)
C (25.937, 19.702, 21.788)
C (26.666, 19.181, 20.580)
C (27.865, 18.252, 20.849)
C (27.461, 17.001, 21.612)
H (23.170, 21.441, 22.331)
H (24.602, 22.449, 22.701)
H (24.270, 20.838, 23.513)
H (24.009, 20.220, 20.828)
H (25.155, 21.570, 20.826)
H (25.563, 18.922, 22.451)
H (26.668, 20.078, 22.503)
H (26.053, 18.677, 19.832)
H (27.043, 20.073, 20.080)
H (28.406, 17.917, 19.964)
H (28.586, 18.858, 21.398)
H (27.111, 17.272, 22.608)
H (26.640, 16.451, 21.151)
H (28.281, 16.288, 21.690)
C (17.885, 11.665, 22.407)
C (16.547, 12.266, 21.904)
C (16.522, 12.562, 20.424)
C (15.282, 13.358, 19.978)
C (15.434, 13.850, 18.495)
C (14.162, 14.626, 17.954)
H (18.814, 12.207, 22.229)
H (18.024, 10.600, 22.224)
H (17.905, 11.732, 23.495)
H (15.711, 11.621, 22.175)
H (16.239, 13.106, 22.526)
H (16.686, 11.647, 19.854)
H (17.442, 13.081, 20.157)
H (14.395, 12.799, 20.277)
H (15.327, 14.266, 20.580)
H (16.356, 14.403, 18.313)
H (15.509, 13.001, 17.816)
H (14.386, 14.956, 16.939)
H (13.212, 14.096, 18.026)
H (14.047, 15.575, 18.476)
C (13.324, 18.638, 24.654)
C (13.584, 17.565, 23.601)
C (14.666, 16.431, 23.986)
C (16.079, 16.939, 24.122)
C (16.869, 15.778, 24.819)
C (18.241, 16.110, 25.456)
H (12.799, 18.303, 25.549)
H (12.654, 19.390, 24.236)
H (14.234, 19.135, 24.991)
H (12.669, 17.052, 23.305)
H (13.841, 18.007, 22.638)
H (14.722, 15.583, 23.303)
H (14.301, 16.000, 24.918)
H (16.583, 17.249, 23.207)
H (16.082, 17.895, 24.645)
H (16.210, 15.383, 25.593)
H (16.915, 14.921, 24.147)
H (18.146, 16.873, 26.229)
H (18.714, 15.188, 25.792)
H (18.920, 16.512, 24.705)
C (25.833, 13.949, 19.089)
C (26.600, 15.025, 18.312)
C (25.891, 15.523, 17.031)
C (26.729, 16.502, 16.180)
C (25.948, 16.954, 14.854)
C (25.741, 15.795, 13.820)
H (25.895, 12.970, 18.615)
H (24.785, 14.234, 19.183)
H (26.199, 13.716, 20.089)
H (26.831, 15.819, 19.022)
H (27.551, 14.527, 18.125)
H (25.008, 16.102, 17.303)
H (25.628, 14.571, 16.569)
H (26.945, 17.355, 16.823)
H (27.694, 16.097, 15.875)
H (24.959, 17.393, 14.984)
H (26.540, 17.741, 14.385)
H (25.520, 16.275, 12.867)
H (26.702, 15.283, 13.766)
H (25.092, 14.959, 14.083)
C (10.542, 16.064, 19.364)
C (10.924, 17.535, 19.773)
C (12.346, 17.942, 19.372)
C (12.743, 19.392, 19.589)
C (14.188, 19.770, 19.129)
C (14.734, 21.138, 19.420)
H (10.572, 16.018, 18.276)
H (9.529, 15.794, 19.662)
H (11.168, 15.289, 19.807)
H (10.268, 18.263, 19.297)
H (10.819, 17.592, 20.857)
H (12.359, 17.769, 18.296)
H (13.083, 17.286, 19.836)
H (12.099, 20.043, 18.998)
H (12.536, 19.635, 20.631)
H (14.863, 19.057, 19.603)
H (14.211, 19.683, 18.043)
H (13.981, 21.879, 19.151)
H (14.921, 21.331, 20.476)
H (15.699, 21.168, 18.912)
C (23.295, 17.944, 25.269)
C (22.414, 16.835, 24.639)
C (22.847, 16.318, 23.252)
C (22.179, 14.997, 22.874)
C (22.890, 14.366, 21.622)
C (22.046, 13.141, 21.254)
H (22.784, 18.312, 26.159)
H (23.521, 18.811, 24.648)
H (24.222, 17.554, 25.690)
H (22.639, 15.938, 25.216)
H (21.385, 17.196, 24.638)
H (23.905, 16.072, 23.160)
H (22.663, 17.054, 22.469)
H (22.265, 14.372, 23.764)
H (21.092, 15.051, 22.816)
H (23.019, 15.128, 20.854)
H (23.882, 14.020, 21.914)
H (21.032, 13.343, 20.910)
H (22.545, 12.547, 20.488)
H (21.806, 12.405, 22.021)
C (15.592, 22.250, 26.658)
C (17.098, 22.705, 26.583)
C (17.963, 21.788, 27.509)
C (18.286, 20.437, 26.783)
C (19.004, 20.692, 25.494)
C (18.146, 21.668, 24.514)
N (17.639, 22.855, 25.219)
O (16.958, 23.854, 24.364)
C (19.114, 22.084, 23.386)
C (17.079, 20.803, 23.891)
C (17.206, 24.016, 27.352)
H (15.404, 21.181, 26.559)
H (15.078, 22.739, 25.831)
H (15.152, 22.591, 27.595)
H (18.859, 22.358, 27.754)
H (17.468, 21.535, 28.446)
H (17.379, 19.919, 26.472)
H (18.919, 19.760, 27.357)
H (19.097, 19.728, 24.994)
H (20.041, 21.017, 25.581)
H (19.958, 22.765, 23.498)
H (19.567, 21.116, 23.172)
H (18.571, 22.515, 22.545)
H (16.528, 20.229, 24.637)
H (16.372, 21.388, 23.303)
H (17.442, 20.055, 23.187)
H (16.935, 23.920, 28.403)
H (16.701, 24.837, 26.842)
H (18.208, 24.393, 27.559)
C (17.570, 12.941, 12.180)
C (17.602, 12.434, 13.617)
C (16.560, 11.282, 13.707)
C (16.632, 10.505, 15.001)
C (18.053, 9.950, 15.107)
C (19.234, 10.988, 15.053)
N (18.955, 11.922, 13.880)
O (19.969, 12.895, 13.699)
C (19.183, 11.691, 16.399)
C (20.494, 10.208, 14.960)
C (17.053, 13.607, 14.347)
H (16.595, 13.273, 11.822)
H (17.913, 12.199, 11.458)
H (18.304, 13.720, 11.972)
H (15.576, 11.698, 13.491)
H (16.769, 10.637, 12.853)
H (15.880, 9.716, 14.988)
H (16.453, 11.175, 15.842)
H (18.123, 9.176, 14.343)
H (17.984, 9.395, 16.043)
H (18.596, 11.137, 17.132)
H (20.218, 11.762, 16.733)
H (18.822, 12.714, 16.295)
H (21.361, 10.868, 14.912)
H (20.653, 9.540, 15.806)
H (20.483, 9.658, 14.019)
H (16.058, 13.915, 14.026)
H (17.720, 14.459, 14.213)
H (16.945, 13.548, 15.430)
C (23.388, 21.324, 13.959)
C (23.481, 22.791, 14.202)
C (22.081, 23.434, 14.425)
C (21.451, 23.197, 15.795)
C (22.430, 23.638, 16.883)
C (23.796, 22.822, 16.811)
N (24.273, 22.991, 15.415)
O (25.725, 22.613, 15.214)
C (24.737, 23.458, 17.887)
C (23.626, 21.360, 17.257)
C (24.003, 23.554, 13.033)
H (24.265, 20.803, 14.343)
H (23.427, 21.110, 12.891)
H (22.466, 20.901, 14.359)
H (21.979, 24.497, 14.205)
H (21.307, 23.014, 13.783)
H (21.224, 22.131, 15.758)
H (20.454, 23.638, 15.795)
H (21.914, 23.430, 17.821)
H (22.592, 24.711, 16.788)
H (25.796, 23.209, 17.953)
H (24.730, 24.530, 17.691)
H (24.254, 23.399, 18.862)
H (23.162, 20.668, 16.553)
H (24.583, 20.962, 17.594)
H (23.032, 21.374, 18.171)
H (24.682, 22.991, 12.393)
H (24.620, 24.406, 13.318)
H (23.306, 23.937, 12.287)
C (21.657, 16.097, 18.412)
C (20.868, 17.356, 17.988)
C (19.840, 16.936, 16.949)
C (18.604, 16.285, 17.643)
C (17.926, 17.239, 18.590)
C (18.956, 17.711, 19.700)
N (20.229, 18.103, 19.096)
O (21.148, 18.766, 20.060)
C (18.220, 18.927, 20.324)
C (19.003, 16.618, 20.781)
C (21.756, 18.273, 17.137)
H (22.481, 16.232, 19.113)
H (22.111, 15.613, 17.547)
H (20.979, 15.334, 18.794)
H (19.480, 17.856, 16.488)
H (20.199, 16.302, 16.138)
H (18.956, 15.418, 18.203)
H (17.880, 15.889, 16.930)
H (17.190, 16.748, 19.227)
H (17.537, 18.052, 17.976)
H (18.091, 19.822, 19.714)
H (17.187, 18.709, 20.597)
H (18.797, 19.326, 21.158)
H (18.129, 16.423, 21.402)
H (19.275, 15.672, 20.312)
H (19.762, 16.925, 21.500)
H (22.623, 18.652, 17.677)
H (21.240, 19.208, 16.919)
H (21.973, 17.839, 16.160)
C (19.389, 20.298, 10.451)
C (19.713, 19.276, 11.558)
C (18.460, 18.417, 11.643)
C (18.443, 17.259, 12.554)
C (19.577, 16.343, 12.064)
C (20.965, 17.011, 11.979)
N (20.813, 18.333, 11.269)
O (22.133, 18.953, 10.981)
C (21.437, 17.066, 13.426)
C (21.907, 16.030, 11.256)
C (19.816, 20.045, 12.939)
H (20.299, 20.866, 10.256)
H (18.529, 20.941, 10.641)
H (19.113, 19.882, 9.482)
H (17.631, 19.011, 12.028)
H (18.059, 18.099, 10.681)
H (17.455, 16.800, 12.529)
H (18.658, 17.549, 13.582)
H (19.288, 15.835, 11.144)
H (19.606, 15.516, 12.773)
H (21.787, 16.075, 13.715)
H (22.298, 17.725, 13.545)
H (20.692, 17.326, 14.178)
H (21.821, 14.982, 11.543)
H (21.724, 15.957, 10.184)
H (22.950, 16.323, 11.383)
H (18.996, 20.754, 13.052)
H (20.693, 20.686, 12.843)
H (19.980, 19.480, 13.856)